*a*
13
Properties=species:S:1:pos:R:3 method="wB97M-V/def2-TZVPD" smiles="O=CO.CC" homo_lumo_gap_ev=11.7 total_charge=0 e_homo_ev=-11.1231 lumo_energy_ev=0.6
C 1.23785 0.42675 2.29434
C 2.16176 1.07870 1.26997
H 0.29178 0.22358 1.80922
H 1.06934 1.08490 3.13806
H 1.70909 -0.48645 2.64095
H 1.80003 2.03822 0.91525
H 3.14453 1.29014 1.68912
H 2.25574 0.48846 0.35867
O -3.14564 0.09178 -2.56808
C -3.09018 -1.01935 -2.99162
O -2.43380 -2.05590 -2.39126
H -3.48490 -1.33091 -3.96483
H -1.51559 -1.82992 -2.19980



*b*
13
Properties=species:S:1:pos:R:3 method="wB97M-V/def2-TZVPD" smiles=OCCCO homo_lumo_gap_ev=11.0 total_charge=0 e_homo_ev=-10.0743 lumo_energy_ev=0.9
C 1.03543 -0.36985 0.31691
O 1.65201 -1.64797 0.08014
C -0.50688 -0.41702 0.27124
C -1.07852 0.89351 -0.22713
O -0.70339 1.40920 -1.49779
H 1.37061 -0.11594 1.32085
H 1.49736 0.26537 -0.43636
H 1.27962 -2.41098 0.56739
H -0.80920 -1.22698 -0.38399
H -0.81205 -0.67656 1.28147
H -2.15034 0.66901 -0.37470
H -0.89002 1.71200 0.48544
H 0.11539 1.91620 -1.40345



*c*
13
Properties=species:S:1:pos:R:3 method="wB97M-V/def2-TZVPD" homo_lumo_gap_ev=7.6 total_charge=0 e_homo_ev=-7.5719 lumo_energy_ev=0.0
C -0.89026 0.05273 1.07675
O -1.36750 0.89685 0.03785
C -0.73375 0.37368 -1.07691
C 0.71514 0.28177 -0.68719
O 1.44173 -1.19165 0.50973
H -1.00469 0.57309 2.03309
H -1.46082 -0.89336 1.08956
H 0.59575 -0.75455 0.94818
H -1.12925 -0.61825 -1.36286
H -0.85567 1.04256 -1.94770
H 1.40729 -0.09762 -1.43632
H 1.06400 1.15900 -0.15064
H 2.21804 -0.82423 0.96644



Relative stability in kJ/mol, measured from the most stable structure: *a* 0.0; *b* 52.7; *c* 474.5



*a*
13
Properties=species:S:1:pos:R:3 method="wB97M-V/def2-TZVPD" homo_lumo_gap_ev=8.3 total_charge=0 e_homo_ev=-7.7797 lumo_energy_ev=0.6
C 2.30159 0.56824 0.44835
O 0.54456 0.49185 0.61530
C -0.00455 -0.65548 -0.05587
C -1.47070 -0.42492 -0.36058
O -1.55880 0.69703 -1.24814
H 2.44956 1.09445 1.41687
H 2.50142 -0.49163 0.71792
H 0.51029 1.21730 -0.03341
H 0.55601 -0.80053 -0.98490
H 0.14856 -1.50775 0.60898
H -1.88235 -1.30987 -0.86527
H -2.03537 -0.28433 0.57249
H -2.06022 1.40566 -0.83174



*b*
13
Properties=species:S:1:pos:R:3 method="wB97M-V/def2-TZVPD" smiles=C[C@@H](O)CO homo_lumo_gap_ev=10.8 total_charge=0 e_homo_ev=-10.1188 lumo_energy_ev=0.7
C 1.26517 -0.72020 -0.39161
C 0.46874 0.36320 0.38008
C -0.94621 -0.07463 0.58119
H 1.39866 -1.56991 0.28096
H 0.74087 -1.00487 -1.32082
H 2.30177 -0.37731 -0.68791
H 0.89495 0.43569 1.36214
H -0.19455 1.55306 -0.92105
H -1.05051 -1.09289 1.06965
H -1.39279 0.67153 1.24233
H -2.46813 0.31059 -0.61781
O 0.50413 1.60370 -0.26480
O -1.52209 -0.09796 -0.71236



Relative stability in kJ/mol, measured from the most stable structure: *a* 375.1; *b* 0.0



*a*
17
Properties=species:S:1:pos:R:3 method="wB97M-V/def2-TZVPD" homo_lumo_gap_ev="6.9 / 6.5" total_charge=-1 e_homo_ev="-2.7631 / -2.7597" multiplicity=2 lumo_energy_ev="4.1 / 3.8"
C 0.36841 -0.32187 -0.39123
C -0.45584 -0.97973 0.72223
C -0.23064 -1.74210 -0.57495
O 0.56334 -2.75496 -0.76149
N -0.67623 1.01143 -0.94111
C -0.40735 1.97005 0.10030
N -0.05174 1.80566 1.54417
H 0.27057 0.42713 -1.34855
H 1.42280 -0.24186 -0.12439
H 0.09523 -1.18777 1.63332
H -1.41192 -0.48126 0.79605
H -1.16156 -1.65136 -1.16847
H 3.41365 1.86876 0.00890
H 0.73555 1.83519 0.45117
H -1.03876 2.81718 -0.19424
H 2.79304 2.03281 0.38258
H -0.64077 2.49346 2.01937



*b*
17
Properties=species:S:1:pos:R:3 method="wB97M-V/def2-TZVPD" homo_lumo_gap_ev="3.3 / 7.7" total_charge=-1 e_homo_ev="0.8567 / -3.6588" multiplicity=2 lumo_energy_ev="4.2 / 4.0"
N 0.55970 -0.81653 -1.32590
C 0.06771 -0.29098 -0.00425
C -1.34858 0.45058 -0.05607
C -2.48226 -0.35991 0.54718
O -3.34941 0.05363 1.29929
C 1.21205 0.60079 0.44991
N 2.55468 0.23486 0.26243
H 1.01087 0.02356 -1.78048
H -0.21033 -1.04734 -1.87812
H -0.11307 -1.11759 0.70585
H -1.31474 1.40297 0.40384
H -1.62233 0.53200 -1.19358
H -2.55581 -1.45457 0.16148
H 1.02809 0.91188 1.44854
H 1.04411 1.49956 -0.23292
H 2.96726 0.11077 1.19784
H 2.55204 -0.73368 -0.00503



Relative stability in kJ/mol, measured from the most stable structure: *a* 690.3; *b* 0.0



*a*
37
Properties=species:S:1:pos:R:3 method="wB97M-V/def2-TZVPD" smiles=N#Cc1nc(Cc2ccccc2)oc1NCc1ccccc1 homo_lumo_gap_ev=8.9 total_charge=0 e_homo_ev=-8.2917 lumo_energy_ev=0.6
N 4.30071 -0.57037 0.78053
C 3.37511 0.07658 0.57130
C 2.24657 0.86641 0.34117
C 1.22713 1.19828 1.21500
N 0.99757 0.90675 2.52306
H 0.07569 1.18470 2.83057
C 1.47233 -0.37014 3.03306
C 1.00982 -1.54831 2.20393
C 1.87610 -2.60081 1.94173
C 1.46789 -3.66591 1.15898
C 0.19262 -3.68585 0.62049
C -0.67722 -2.64070 0.87765
C -0.27235 -1.58084 1.66932
H -0.96576 -0.77336 1.86206
H -1.67344 -2.64569 0.46011
H -0.12204 -4.51123 -0.00050
H 2.15293 -4.47582 0.95909
H 2.87888 -2.57679 2.34038
H 2.56540 -0.34448 3.04859
H 1.11774 -0.46065 4.06335
O 0.36006 1.99533 0.55733
C 0.87829 2.11811 -0.70416
N 1.97388 1.47206 -0.87013
C 0.09983 2.85868 -1.72721
C -1.14687 2.06460 -2.04313
C -1.02690 0.75693 -2.49930
C -2.15452 -0.00049 -2.75732
C -3.41473 0.54180 -2.56418
C -3.54040 1.84340 -2.11176
C -2.41094 2.60026 -1.84763
H -2.51547 3.61452 -1.48899
H -4.52036 2.27161 -1.95933
H -4.29596 -0.04932 -2.76522
H -2.04969 -1.01630 -3.10899
H -0.04207 0.33696 -2.64608
H -0.16707 3.84761 -1.35050
H 0.72727 2.96247 -2.61328



*b*
37
Properties=species:S:1:pos:R:3 method="wB97M-V/def2-TZVPD" smiles="C[C@@H](n1cnc(C=O)c1)n1c2ccccc2c2ccccc21" homo_lumo_gap_ev=8.7 total_charge=0 e_homo_ev=-8.4344 lumo_energy_ev=0.2
N -1.29967 -1.63156 0.24273
C -0.58001 -2.22417 -0.75394
N -1.15692 -3.32835 -1.24676
C -2.34360 -3.46461 -0.54429
C -3.30064 -4.59477 -0.87352
O -3.23651 -5.43287 -1.75995
C -2.39656 -2.41894 0.39831
H 0.33415 -1.79928 -1.11362
H -4.16614 -4.59386 -0.15502
H -3.22835 -2.24576 1.06005
C -1.64312 0.17163 2.09345
C -0.61561 -0.49250 1.24367
N 0.30851 0.40684 0.50689
C 1.70509 0.43412 0.61512
C 2.49593 -0.16784 1.58500
C 3.84441 0.19118 1.64244
C 4.40021 1.06370 0.70152
C 3.62097 1.63669 -0.31088
C 2.23625 1.39288 -0.32328
C 1.08647 2.01281 -0.95057
C -0.06912 1.47484 -0.30213
C -1.37253 1.74414 -0.64556
C -1.56633 2.48332 -1.79144
C -0.46462 3.06445 -2.45015
C 0.85396 2.85866 -2.06415
H -1.45118 0.14108 3.19472
H -1.64587 1.24662 1.91305
H -2.67217 -0.21501 1.89326
H -0.00054 -1.22326 1.78590
H 2.00257 -0.86031 2.25523
H 4.44243 -0.21793 2.44135
H 5.45531 1.34098 0.78980
H 4.06324 2.31073 -1.04506
H -2.13529 1.31746 -0.02830
H -2.58255 2.59696 -2.16050
H -0.65651 3.71131 -3.27632
H 1.73437 3.31063 -2.56705



Relative stability in kJ/mol, measured from the most stable structure: *a* 0.0; *b* 94.0



*a*
6
Properties=species:S:1:pos:R:3 method="wB97M-V/def2-TZVPD" homo_lumo_gap_ev="9.9 / 7.2" total_charge=0 e_homo_ev="-9.9313 / -7.2793" lumo_energy_ev="0.0 / -0.1"
N 0.51136 0.88727 -1.41015
N -0.62204 -0.38426 0.81915
P 0.76471 -0.83596 0.20034
H 1.58563 1.01818 -1.55063
H -1.27932 0.09375 0.32447
H -0.96033 -0.77898 1.61682



*b*
6
Properties=species:S:1:pos:R:3 method="wB97M-V/def2-TZVPD" smiles=N#P.N homo_lumo_gap_ev=9.0 total_charge=0 e_homo_ev=-9.6066 lumo_energy_ev=-0.6
N -1.08802 -0.29542 -0.45006
N 1.49299 0.98753 0.59308
P 2.55666 0.03211 0.14920
H -1.58071 0.44042 -0.01909
H -0.07561 -0.02314 -0.31634
H -1.30531 -1.14151 0.04321



Relative stability in kJ/mol, measured from the most stable structure: *a* 298.2; *b* 0.0



*a*
14
Properties=species:S:1:pos:R:3 method="wB97M-V/def2-TZVPD" homo_lumo_gap_ev=7.5 total_charge=-1 e_homo_ev=-2.8150 lumo_energy_ev=4.6
C 1.73905 0.47458 0.69994
N 0.36911 0.97224 0.78589
C -0.23909 1.05121 -0.58472
O -0.22625 -0.09424 -1.28961
H 1.80849 -0.46136 0.13915
H 2.14711 0.32204 1.70429
H 2.34941 1.22656 0.19506
H -0.17264 0.24975 1.25690
H 0.32733 1.86745 -1.09189
H -1.26475 1.43996 -0.38694
N -1.48593 -1.97228 0.30822
H -1.20831 -2.89128 -0.02566
H -2.48666 -1.93196 0.13742
H -1.02322 -1.27198 -0.34788



*b*
14
Properties=species:S:1:pos:R:3 method="wB97M-V/def2-TZVPD" homo_lumo_gap_ev=7.2 total_charge=-1 e_homo_ev=-2.7045 lumo_energy_ev=4.5
C 2.04557 -0.47100 -1.41020
O 0.90694 0.29339 -1.22367
H 2.01159 -1.57935 -1.06348
H 3.09387 -0.19374 -0.99174
H 2.18725 -0.64649 -2.50589
N -1.35404 1.09476 0.10565
C -1.54541 -0.13909 1.00404
N -0.33832 -0.68195 1.51614
H -0.89613 0.62672 -0.62550
H -0.84405 1.65301 0.81243
H -1.98109 -1.00603 0.46957
H -2.41877 0.20858 1.76007
H 0.06405 0.01368 2.25280
H 0.37331 -0.65272 0.76548



*c*
14
Properties=species:S:1:pos:R:3 method="wB97M-V/def2-TZVPD" homo_lumo_gap_ev=7.7 total_charge=-1 e_homo_ev=-2.9707 lumo_energy_ev=4.7
C -0.27121 2.22520 -0.71036
O 0.39299 1.09550 -0.27582
H 0.03102 2.59850 -1.71274
H -1.37139 2.02845 -0.85764
H -0.24000 3.05890 0.02566
N -0.59321 -0.83656 1.15180
C 0.48841 -1.65644 0.61975
N 0.58285 -1.41818 -0.81976
H -0.28612 0.10015 0.81920
H -0.63819 -0.89485 2.15795
H 1.45548 -1.47574 1.09615
H 0.19435 -2.69555 0.72049
H -0.30060 -1.73786 -1.23572
H 0.55563 -0.39154 -0.97896



Relative stability in kJ/mol, measured from the most stable structure: *a* 0.0; *b* 149.0; *c* 50.5



*a*
19
Properties=species:S:1:pos:R:3 method="wB97M-V/def2-TZVPD" smiles="C=NCC/[N+](O)=C/C" homo_lumo_gap_ev=9.4 total_charge=+1 e_homo_ev=-13.4455 lumo_energy_ev=-4.0
C 1.37947 0.73482 0.32794
C 0.20724 1.12471 -0.51592
C -1.85507 0.27973 0.34458
C -2.94654 -0.74572 0.44536
C 3.19665 -0.84428 -0.00571
N 2.01178 -0.49873 -0.12070
N -0.88812 0.05985 -0.43930
O -0.69607 -1.17468 -1.06390
H 2.05502 1.61369 0.39187
H 1.11857 0.61433 1.33419
H -0.20582 2.17623 -0.19547
H 0.51012 1.23525 -1.53629
H -1.85528 1.23581 1.02562
H -3.57074 -0.68232 1.25984
H -2.59382 -1.69297 0.11759
H -3.69480 -0.43383 -0.37076
H 0.21988 -1.13488 -1.30798
H 3.93710 -0.03945 0.39196
H 3.67043 -1.82758 -0.08293



*b*
19
Properties=species:S:1:pos:R:3 method="wB97M-V/def2-TZVPD" smiles="N[C@@H](C=O)C/C=C/[NH3+]" homo_lumo_gap_ev=8.8 total_charge=+1 e_homo_ev=-12.5147 lumo_energy_ev=-3.7
O 0.23764 2.04224 0.87104
C 0.98955 1.28122 1.41450
C 0.59255 -0.27129 1.52262
C 0.35275 -0.98299 0.15967
C -0.73725 -0.51113 -0.71072
C -0.53401 0.38960 -1.65514
N -1.64479 0.72714 -2.59850
N 1.67615 -0.90352 2.22574
H 1.94355 1.56991 1.87850
H -0.35146 -0.22474 2.09212
H 1.21978 -1.21870 -0.47486
H 0.18035 -2.00445 0.54264
H -1.73437 -0.88736 -0.47122
H 0.34471 0.98493 -1.82716
H -1.32301 1.39333 -3.30098
H -2.08920 -0.09913 -3.00184
H -2.42529 1.22624 -2.14902
H 1.63896 -0.59133 3.19161
H 1.66336 -1.91997 2.29101



Relative stability in kJ/mol, measured from the most stable structure: *a* 173.7; *b* 0.0



*a*
25
Properties=species:S:1:pos:R:3 method="wB97M-V/def2-TZVPD" homo_lumo_gap_ev="8.4 / 8.4" total_charge=0 e_homo_ev="-7.8808 / -7.8792" lumo_energy_ev="0.5 / 0.5"
C 1.02427 0.49686 -0.06295
C 2.69022 1.89446 0.02773
C -1.42620 -0.50837 1.48993
C -2.59425 0.86137 -0.16956
C -1.23244 -1.00801 -0.93091
C 2.50741 -1.25371 -0.11911
C -1.36916 0.11471 0.08244
N -0.16539 1.01999 -0.07490
O -0.34936 2.22774 -0.43997
O 1.35053 -0.73153 0.46688
H 3.63468 1.54015 -0.37014
H 2.75397 1.72768 1.12494
H 2.08844 2.79335 -0.34828
H -0.41644 -0.74594 1.71908
H -1.77365 0.28384 2.18472
H -2.08279 -1.39802 1.51374
H -2.51150 1.89882 0.25517
H -3.37623 0.06412 0.10054
H -2.63215 0.99253 -1.32656
H -1.05044 -0.54350 -2.00106
H -0.40197 -1.71593 -0.78103
H -2.31227 -1.42956 -1.05577
H 2.37382 -1.28003 -1.19704
H 2.68790 -2.20098 0.48838
H 3.34329 -0.70720 0.16780



*b*
25
Properties=species:S:1:pos:R:3 method="wB97M-V/def2-TZVPD" smiles="C=C/C=C/CNC=C.O.O" homo_lumo_gap_ev=8.3 total_charge=0 e_homo_ev=-7.8871 lumo_energy_ev=0.4
C -1.42827 -2.40733 0.65036
C -1.39631 -1.30323 -0.14357
N -0.71706 -1.10483 -1.39375
C -0.87403 0.06489 -2.23495
C 0.97495 2.95933 1.37683
C 0.20071 2.81755 0.31250
C -0.00502 1.53661 -0.40472
C -0.53600 1.38024 -1.58799
H -0.92117 -3.33869 0.38747
H -2.14438 -2.48336 1.43993
H -2.29751 -0.71773 0.04897
H 0.10030 -1.73806 -1.57130
H -0.11526 0.02531 -3.06743
H -1.83795 0.22158 -2.81574
H 1.71520 2.14152 1.57839
H 0.97749 3.65225 2.13609
H -0.49191 3.59590 -0.01736
H 0.30634 0.59378 0.10596
H -0.85549 2.16965 -2.45302
H 1.19444 0.21880 3.40044
H 0.27220 0.44361 2.20973
O 0.66062 0.81115 2.93750
H 2.31709 -3.83210 -0.63389
H 2.89942 -2.60590 -0.21409
O 2.00160 -3.10094 -0.04638



Relative stability in kJ/mol, measured from the most stable structure: *a* 236.0; *b* 0.0